Formula: F7LiSr4
Source: OMol25
Level of theory: wB97M-V/def2-TZVPD

Last column: Löwdin charge in e.
Cartesian coordinates (Å):
Sr -2.363 0.147 0.948  1.60
Sr 0.414 0.806 -2.252  1.61
Sr 1.788 -1.828 1.050  1.69
Sr -1.317 -2.257 -1.218  1.65
Li 0.855 1.492 1.107  0.69
F -0.546 -2.318 1.575  -0.74
F 1.970 1.866 -0.469  -0.73
F -1.173 2.211 -0.102  -0.71
F -1.959 0.118 -1.822  -0.76
F -0.158 0.833 2.628  -0.72
F 0.123 -0.184 -0.004  -0.87
F 2.368 -0.885 -1.441  -0.72

Cartesian forces, eV/Å:
3.1 3.5 0.7
1.8 2.1 2.7
-0.3 1.9 -0.5
0.6 0.9 0.3
-0.6 0.9 -0.4
-0.1 -0.1 -2.2
-1.4 -0.9 -0.2
-0.5 -1.8 0.3
0.4 -2.6 0.6
-0.3 -0.7 -1.5
-0.9 -2.0 -0.5
-1.8 -1.1 0.6

molar mass = 490.4 g mol⁻¹
charge = +2
LUMO level = -9.338 eV
HOMO = -15.454 eV

---

Formula: F8IN4O16S8V
Source: OMol25
Level of theory: wB97M-V/def2-TZVPD

Last column: Löwdin charge in e.
Cartesian coordinates (Å):
V 0.438 -0.243 -0.376  0.70
I 0.026 -1.014 -3.101  0.27
N 2.397 0.063 -0.074  -0.37
S 3.471 0.860 -1.165  0.54
O 4.330 0.035 -1.929  -0.22
O 3.822 2.179 -0.802  -0.23
F 2.299 1.184 -2.193  -0.26
S 3.492 -0.194 1.069  0.46
O 4.119 0.951 1.626  -0.23
O 4.208 -1.387 0.814  -0.23
F 2.473 -0.545 2.241  -0.17
N 0.005 1.719 -0.073  -0.36
S 0.053 3.151 -0.945  0.51
O 1.368 3.672 -1.053  -0.24
O -1.057 4.033 -0.901  -0.22
F -0.089 2.408 -2.329  -0.21
S -0.711 2.389 1.194  0.52
O -2.116 2.232 1.174  -0.21
O -0.015 3.379 1.931  -0.21
F -0.321 1.016 2.025  -0.23
N -4.020 -0.610 -1.405  -0.25
S -4.040 1.028 -1.502  0.51
O -2.826 1.654 -1.895  -0.28
O -4.983 1.732 -0.702  -0.26
F -4.887 1.034 -2.887  -0.23
S -3.207 -0.766 -0.095  0.44
O -3.855 -0.449 1.125  -0.24
O -1.789 -0.501 -0.184  -0.42
F -3.288 -2.359 -0.051  -0.17
N 0.462 -2.012 0.660  -0.36
S -0.308 -2.680 2.000  0.51
O 0.538 -2.869 3.125  -0.23
O -1.398 -3.550 1.763  -0.22
F -1.035 -1.346 2.439  -0.17
S 1.316 -3.380 0.381  0.47
O 0.619 -4.390 -0.335  -0.23
O 2.365 -3.660 1.286  -0.23
F 2.141 -2.765 -0.858  -0.24

Cartesian forces, eV/Å:
-2.3 -0.5 -1.0
0.2 0.3 1.5
3.0 1.6 -1.3
-3.2 1.9 -3.4
0.5 -0.7 0.9
0.9 -0.2 1.0
0.0 -0.6 0.2
-1.2 -2.0 4.2
0.5 0.3 -0.8
0.6 0.1 -0.1
0.0 -0.2 -0.6
-0.3 4.4 -1.1
2.4 -1.2 -5.3
0.0 0.4 1.0
-0.3 -0.3 1.2
-0.4 0.2 0.0
-1.2 -5.4 4.5
-0.3 1.4 -0.3
0.0 0.8 -0.8
0.2 0.4 0.3
0.5 2.6 0.3
-2.6 1.1 -3.9
0.5 -0.3 0.6
0.4 -0.3 1.2
0.4 -0.4 0.0
0.2 -4.1 2.0
0.1 1.0 0.2
0.9 0.3 -0.1
0.5 0.3 -0.4
-0.2 -3.2 2.0
-2.9 4.0 3.1
0.6 -0.8 -0.6
0.5 -0.8 -0.9
0.0 -0.1 -0.5
3.9 0.4 -5.5
-0.9 -0.4 1.3
-0.5 -0.4 0.9
-0.2 0.4 0.4

molar mass = 898.4 g mol⁻¹
ΔE to the lowest compared entry with this formula, charge and spin = 43.0 kcal per mole
charge = -2
expectation value of S² = 2.046
LUMO level (alpha / beta) = 2.342 / 3.464 eV
HOMO (alpha / beta) = -4.247 / -4.341 eV
spin multiplicity = 3

---

Formula: FH12O6
Source: OMol25
Level of theory: wB97M-V/def2-TZVPD

Last column: Löwdin charge in e.
Cartesian coordinates (Å):
F -0.090 -0.065 0.003  -0.45
O -0.876 0.060 -2.420  -0.08
H -0.484 0.105 -1.533  -0.04
H -0.099 -0.197 -2.917  0.01
O 1.979 -1.624 -0.654  -0.07
H 1.247 -1.007 -0.492  -0.02
H 2.601 -1.058 -1.088  0.01
O -1.181 -2.361 0.207  -0.05
H -0.775 -1.542 0.002  -0.06
H -0.664 -3.050 -0.192  0.02
O -1.457 0.118 2.257  -0.10
H -1.241 -0.640 2.775  0.00
H -0.890 0.071 1.432  0.00
O 1.787 1.438 1.057  -0.09
H 1.151 0.808 0.669  -0.03
H 1.356 1.681 1.883  0.02
O -1.022 2.406 -0.642  -0.04
H -0.824 3.136 -0.087  0.01
H -0.509 1.716 -0.251  -0.04

Cartesian forces, eV/Å:
0.6 0.4 0.2
0.3 -0.1 -0.6
-0.5 0.1 0.4
0.0 -0.1 -0.5
-0.2 -0.4 0.0
-0.4 -0.1 0.4
0.8 0.3 -0.4
-1.5 -2.0 0.8
0.8 1.6 -0.4
0.4 -0.2 -0.3
0.3 1.1 -0.9
0.3 -0.9 0.3
-0.8 -0.2 0.8
0.1 0.3 0.3
0.0 -0.1 -0.1
0.1 0.0 0.0
-0.8 0.4 -0.9
0.2 1.2 0.7
0.5 -1.3 0.2

molar mass = 127.1 g mol⁻¹
ΔE to the lowest compared entry with this formula, charge and spin = 11.4 kcal per mole
charge = -1
LUMO level = 3.831 eV
HOMO = -6.890 eV

---

Formula: FH14O7
Source: OMol25
Level of theory: wB97M-V/def2-TZVPD

Last column: Löwdin charge in e.
Cartesian coordinates (Å):
F 0.035 -0.189 -0.129  -0.43
O -1.283 -2.562 0.001  -0.05
H -1.906 -2.253 -0.702  0.06
H -0.699 -1.856 -0.025  -0.07
O 1.862 0.371 -1.783  -0.07
H 1.203 0.304 -1.069  -0.04
H 1.882 1.241 -2.179  0.02
O -0.284 -0.591 2.364  -0.05
H 0.589 -0.815 2.628  0.00
H -0.219 -0.416 1.407  -0.04
O 1.867 -1.882 0.398  -0.06
H 1.742 -1.941 1.342  0.01
H 1.244 -1.174 0.152  -0.04
O 0.564 1.906 1.128  -0.08
H 0.450 1.070 0.624  -0.04
H 1.278 1.775 1.749  0.03
O -2.199 1.839 0.454  -0.03
H -1.414 1.460 0.778  -0.05
H -2.174 1.742 -0.486  0.00
O -1.131 0.479 -2.403  -0.04
H -0.721 1.258 -2.664  -0.01
H -0.678 0.234 -1.582  -0.02

Cartesian forces, eV/Å:
-0.5 0.1 -0.4
-3.0 -1.8 -1.3
0.5 -0.7 0.9
2.2 2.1 0.3
0.8 -0.3 -0.5
0.2 0.4 -0.4
-0.3 0.2 0.3
-1.1 0.1 0.3
1.0 -0.2 0.4
-0.2 -0.2 0.3
0.5 -0.1 0.0
0.0 -0.3 0.3
0.2 -0.3 -0.2
0.1 0.7 -0.2
0.4 0.4 0.3
0.1 -0.2 0.1
-2.1 1.0 0.1
1.6 -0.6 0.8
0.1 -0.3 -0.9
-1.6 -1.8 0.5
1.2 2.1 -0.9
0.0 -0.3 0.1

molar mass = 145.1 g mol⁻¹
ΔE to the lowest compared entry with this formula, charge and spin = 20.2 kcal per mole
charge = -1
LUMO level = 3.491 eV
HOMO = -7.203 eV

---

Formula: FH14O7
Source: OMol25
Level of theory: wB97M-V/def2-TZVPD

Last column: Löwdin charge in e.
Cartesian coordinates (Å):
F -0.074 -0.197 -0.384  -0.44
O -1.627 -2.042 -1.666  -0.04
H -1.152 -1.257 -1.522  -0.04
H -2.557 -1.835 -1.703  0.03
O 1.729 -0.476 -2.451  -0.05
H 2.067 0.435 -2.350  0.04
H 1.036 -0.579 -1.849  -0.05
O 1.569 0.340 1.409  -0.07
H 0.959 0.143 0.700  -0.04
H 2.342 -0.018 0.891  0.09
O -0.821 2.244 -0.717  -0.15
H -0.252 2.790 -0.133  -0.01
H -0.664 1.263 -0.508  -0.01
O 0.613 2.726 1.628  -0.08
H 1.468 3.168 1.647  0.04
H 0.985 1.843 1.536  -0.04
O -2.266 -0.568 1.017  -0.08
H -1.527 -0.372 0.419  -0.03
H -1.938 -0.547 1.934  0.04
O 0.309 -2.580 0.533  -0.08
H -0.161 -2.806 1.289  -0.02
H -0.034 -1.669 0.277  -0.01

Cartesian forces, eV/Å:
-0.2 -0.2 -0.5
-0.9 -2.3 -0.8
0.9 1.8 0.4
-0.2 0.3 0.1
2.6 0.8 -1.9
-0.6 -0.8 0.1
-1.9 0.0 1.9
2.9 -0.8 -0.3
-1.9 -0.3 -0.8
-0.5 0.6 1.3
0.2 -0.4 0.0
-0.6 -1.0 -0.2
0.1 2.0 -0.3
0.4 1.2 0.2
-0.1 0.7 0.1
-0.2 -1.2 0.0
-0.6 -0.2 0.9
0.2 0.1 0.3
0.0 0.2 -0.9
1.1 1.5 -2.0
-1.4 -0.7 2.0
0.6 -1.5 0.2

molar mass = 145.1 g mol⁻¹
ΔE to the lowest compared entry with this formula, charge and spin = 17.0 kcal per mole
charge = -1
LUMO level = 3.459 eV
HOMO = -6.565 eV

---

Formula: FH16InO8
Source: OMol25
Level of theory: wB97M-V/def2-TZVPD

Last column: Löwdin charge in e.
Cartesian coordinates (Å):
In -0.542 1.459 -0.418  1.30
F 0.364 -0.155 0.280  -0.33
O -2.308 0.006 1.171  -0.05
H -3.207 -0.335 1.323  0.10
H -2.160 0.154 2.116  0.08
O -0.699 2.253 1.613  0.04
H -1.180 3.017 1.881  0.11
H -0.188 1.848 2.327  0.14
O 0.839 1.433 -2.118  0.02
H 0.603 0.774 -2.797  0.12
H 1.659 1.774 -2.461  0.12
O 1.771 2.369 0.457  -0.07
H 2.657 1.923 0.513  0.13
H 1.755 2.963 1.245  0.10
O 0.781 -1.848 2.251  -0.04
H 0.659 -1.114 1.621  -0.03
H 0.727 -2.640 1.737  0.03
O -1.485 -0.038 -1.637  0.00
H -1.261 -0.935 -1.313  0.03
H -2.446 -0.072 -1.556  0.12
O -0.821 -2.589 -1.006  -0.02
H 0.162 -2.491 -1.055  0.03
H -0.978 -2.874 -1.897  0.07
O 1.774 -2.005 -0.668  -0.03
H 1.206 -1.289 -0.291  -0.02
H 2.325 -1.579 -1.314  0.06

Cartesian forces, eV/Å:
1.6 -1.8 1.3
-0.5 1.4 0.0
-0.8 0.3 0.7
-0.2 -0.2 -1.1
0.9 0.1 0.0
0.2 -0.7 -1.5
-0.7 1.1 0.8
0.1 -0.1 0.1
-1.1 -0.8 -0.5
-0.4 0.0 0.2
0.9 1.0 0.3
0.5 0.1 0.8
-1.1 0.4 -0.2
0.2 -0.4 -0.9
-0.1 1.4 0.4
0.1 -1.0 0.7
0.0 -0.8 -0.4
-0.8 1.9 -0.3
1.1 -2.0 0.8
-0.5 0.2 -0.4
0.3 1.4 -0.1
0.1 -0.4 0.5
-0.7 -0.9 -0.8
-1.0 0.1 0.3
1.2 -0.6 -0.2
0.6 0.1 -0.5

molar mass = 277.9 g mol⁻¹
ΔE to the lowest compared entry with this formula, charge and spin = 51.4 kcal per mole
charge = +2
LUMO level = -11.193 eV
HOMO = -16.157 eV

---

Formula: FH2N2O2S
Source: OMol25
Level of theory: wB97M-V/def2-TZVPD

Last column: Löwdin charge in e.
Cartesian coordinates (Å):
N -1.401 1.841 -0.257  -0.39
N -1.264 1.518 -1.297  0.23
O -1.570 2.218 0.798  0.07
O 1.120 0.140 -0.107  -0.63
F 0.795 -2.860 -0.305  -0.51
S 0.037 -0.694 0.922  0.49
H 2.006 -0.224 0.060  0.00
H 0.276 -1.939 0.186  -0.25

Cartesian forces, eV/Å:
0.3 -0.7 -2.2
0.3 -0.8 -2.6
-0.7 1.6 4.7
0.6 0.3 0.0
0.1 -0.6 -0.5
-0.5 1.7 1.0
-0.6 0.0 -0.1
0.4 -1.6 -0.5

molar mass = 113.1 g mol⁻¹
ΔE to the lowest compared entry with this formula, charge and spin = 8.3 kcal per mole
charge = -1
LUMO level = 3.965 eV
HOMO = -3.539 eV

---

Formula: FH2NS
Source: OMol25
Level of theory: wB97M-V/def2-TZVPD

Last column: Löwdin charge in e.
Cartesian coordinates (Å):
N -1.813 0.732 1.089  0.11
F -2.506 0.796 -0.136  -0.18
S 1.106 0.968 -0.594  0.23
H -1.533 1.731 1.255  0.04
H 1.476 1.464 0.745  -0.21

Cartesian forces, eV/Å:
-0.4 0.3 -1.1
0.9 0.3 1.5
0.5 0.9 2.4
-0.4 -0.5 -0.5
-0.6 -0.9 -2.3

molar mass = 67.1 g mol⁻¹
ΔE to the lowest compared entry with this formula, charge and spin = 58.7 kcal per mole
LUMO level (alpha / beta) = -0.992 / -2.535 eV
HOMO (alpha / beta) = -10.261 / -9.796 eV

---

Formula: FH2PS
Source: OMol25
Level of theory: wB97M-V/def2-TZVPD

Last column: Löwdin charge in e.
Cartesian coordinates (Å):
F -1.598 1.252 -0.745  -0.66
P 1.283 -0.099 0.573  0.66
S -1.695 0.179 0.571  0.45
H 1.081 0.116 -0.761  -0.23
H 0.929 -1.448 0.361  -0.22

Cartesian forces, eV/Å:
-0.3 -1.0 1.3
-2.7 -0.1 1.0
2.8 1.0 -1.3
-0.1 0.4 -1.2
0.2 -0.2 0.1

molar mass = 84.1 g mol⁻¹
ΔE to the lowest compared entry with this formula, charge and spin = 85.7 kcal per mole
LUMO level (alpha / beta) = -2.272 / -2.274 eV
HOMO (alpha / beta) = -9.239 / -9.238 eV

---

Formula: FH3OP2
Source: OMol25
Level of theory: wB97M-V/def2-TZVPD

Last column: Löwdin charge in e.
Cartesian coordinates (Å):
O -1.433 0.228 -0.659  -0.51
F 1.964 -0.791 1.751  -0.49
P -0.133 0.697 0.208  0.40
P 0.696 -1.228 0.842  0.59
H -1.197 0.071 -1.613  0.04
H -1.001 1.179 1.216  -0.09
H 1.105 -0.156 -1.746  0.06

Cartesian forces, eV/Å:
0.0 -0.9 -2.0
-0.4 0.2 -0.4
0.4 1.5 0.3
0.0 -0.5 0.1
-0.3 0.2 1.3
0.3 -0.3 0.5
0.0 -0.3 0.2

molar mass = 100.0 g mol⁻¹
ΔE to the lowest compared entry with this formula, charge and spin = 93.5 kcal per mole
LUMO level (alpha / beta) = -1.311 / -1.552 eV
HOMO (alpha / beta) = -8.693 / -8.205 eV